No. 1
{
  "formula": "C28H48BrN4O2PbS4Si",
  "method": "wB97M-V/def2-TZVPD",
  "homo_lumo_gap_ev": 6.69,
  "charge": 1,
  "species": ["Pb", "N", "C", "C", "C", "C", "C", "C", "S", "O", "O", "N", "C", "N", "C", "C", "C", "N", "H", "H", "H", "H", "H", "H", "H", "H", "H", "C", "C", "S", "C", "C", "S", "C", "C", "S", "H", "H", "H", "H", "H", "H", "H", "H", "H", "H", "H", "H", "C", "C", "C", "C", "Si", "Br", "C", "C", "C", "C", "C", "C", "C", "C", "H", "H", "H", "H", "H", "H", "H", "H", "H", "H", "H", "H", "H", "H", "H", "H", "H", "H", "H", "H", "H", "H", "H", "H", "H", "H", "H"],
  "coordinates": [[-0.87992, 2.75316, 0.38063], [4.19285, 2.88347, -6.39339], [3.86818, 2.84625, -5.06714], [4.55208, 3.65501, -4.11576], [4.11075, 3.74317, -2.80370], [2.99721, 2.91394, -2.44519], [2.25327, 2.20523, -3.38208], [2.67267, 2.15994, -4.70561], [2.62545, 2.47398, -0.78272], [2.04634, 1.13737, -0.74804], [3.85866, 2.66978, -0.04749], [1.39194, 3.32825, -0.18242], [1.14403, 4.64453, -0.45988], [2.13083, 5.41154, -1.00506], [1.80173, 6.60208, -1.43938], [0.57710, 7.18708, -1.09805], [-0.38274, 6.41489, -0.43996], [-0.13067, 5.09185, -0.21255], [5.17140, 3.12779, -6.62933], [3.89872, 2.09852, -6.95020], [5.45391, 4.18583, -4.45507], [4.55444, 4.35632, -2.01346], [1.35695, 1.62228, -3.05049], [2.16618, 1.52829, -5.43949], [2.55706, 7.12592, -2.01795], [0.33252, 8.18311, -1.49972], [-1.35638, 6.81579, -0.09079], [-4.22094, 1.13151, 1.50371], [-4.81372, 2.48681, 0.99580], [-3.57595, 3.71004, 0.52322], [-3.43496, 4.85146, 1.94991], [-2.89518, 4.25271, 3.24615], [-1.25783, 3.41083, 3.02926], [-1.54683, 1.98365, 4.17115], [-2.27481, 0.78343, 3.53477], [-4.07113, 1.01562, 3.35977], [-3.23510, 0.95911, 1.09697], [-4.89904, 0.30413, 1.26289], [-5.59605, 2.90205, 1.65165], [-5.28411, 2.23031, 0.04564], [-4.40627, 5.27369, 2.10821], [-2.73687, 5.68690, 1.66624], [-3.61767, 3.52000, 3.65113], [-2.74991, 5.04822, 3.96944], [-2.12592, 2.36681, 4.99550], [-0.54630, 1.70676, 4.59523], [-2.09152, -0.03061, 4.26801], [-1.77443, 0.49316, 2.63203], [-1.55907, -3.81479, -1.95456], [-1.57962, -4.33618, -0.50026], [-2.90690, -4.07157, 0.16496], [-1.50409, -5.87386, -0.50214], [-0.08601, -3.67617, 0.39617], [-0.90298, -1.43987, 0.43203], [0.28955, -3.92887, 2.27665], [1.03414, -5.23883, 2.14867], [-1.04674, -3.88428, 3.08946], [1.16256, -2.88146, 2.96385], [1.49327, -3.42322, -0.77686], [2.67699, -2.96236, 0.07198], [1.55316, -2.38754, -1.91105], [1.81994, -4.85152, -1.34471], [-2.36465, -4.39064, -2.40583], [-0.61600, -3.98794, -2.48197], [-1.88541, -2.79445, -2.04734], [-3.69644, -4.31422, -0.54836], [-3.01776, -3.02249, 0.42007], [-3.15695, -4.70335, 1.02536], [-2.34151, -6.25385, -1.11664], [-1.69554, -6.19135, 0.54776], [-0.55137, -6.27411, -0.77448], [0.48579, -6.06943, 1.68997], [1.29401, -5.55611, 3.17025], [1.98706, -5.09769, 1.63528], [-1.85350, -4.48003, 2.64066], [-1.46072, -2.88711, 3.24677], [-0.85468, -4.32128, 4.09849], [0.90785, -2.76950, 4.03474], [0.92500, -1.90035, 2.54346], [2.23493, -3.08311, 2.82668], [2.57941, -1.88334, 0.20149], [3.61950, -3.17820, -0.49418], [2.81103, -3.38585, 1.06620], [0.65796, -2.30309, -2.54010], [2.35883, -2.66156, -2.58348], [1.69663, -1.38929, -1.49111], [2.16622, -5.50583, -0.53397], [2.57273, -4.79769, -2.09592], [0.94338, -5.27961, -1.75036]]
}

No. 2
{
  "formula": "C25H51Br6NO9",
  "method": "wB97M-V/def2-TZVPD",
  "smiles": "CCOC(C)=O.CCOC(C)=O.CCOC(C)=O.CCOC(C)=O.CNC(C)=O.BrCCBr.BrCCBr.BrCCBr",
  "homo_lumo_gap_ev": 10.05,
  "species": ["C", "C", "O", "C", "C", "O", "H", "H", "H", "H", "H", "H", "H", "H", "C", "C", "O", "C", "C", "O", "H", "H", "H", "H", "H", "H", "H", "H", "C", "C", "O", "C", "C", "O", "H", "H", "H", "H", "H", "H", "H", "H", "C", "C", "O", "C", "C", "O", "H", "H", "H", "H", "H", "H", "H", "H", "C", "N", "C", "C", "O", "H", "H", "H", "H", "H", "H", "H", "Br", "C", "C", "Br", "H", "H", "H", "H", "Br", "C", "C", "Br", "H", "H", "H", "H", "Br", "C", "C", "Br", "H", "H", "H", "H"],
  "coordinates": [[1.43192, 5.39387, -1.39589], [0.00730, 4.83948, -1.71658], [-0.83819, 4.98605, -0.60474], [-0.59830, 4.15332, 0.41962], [-1.40801, 4.40204, 1.62198], [0.18000, 3.22041, 0.43664], [1.94006, 4.76630, -0.69127], [1.25153, 6.38500, -0.86452], [2.08629, 5.62874, -2.24234], [-0.52084, 5.28659, -2.55935], [0.08324, 3.75762, -1.89477], [-2.20363, 5.12199, 1.41027], [-0.73740, 4.90883, 2.33289], [-1.86286, 3.52732, 2.04758], [8.23717, 0.45064, 0.74082], [6.86787, 0.96206, 1.09442], [5.91158, 0.08707, 0.45555], [5.62775, -1.10993, 1.01559], [4.64285, -1.99383, 0.20990], [6.06420, -1.44680, 2.12106], [8.29736, 0.41588, -0.34276], [8.38844, -0.56000, 1.12682], [9.04265, 1.10054, 1.11585], [6.75656, 0.94210, 2.17407], [6.69144, 1.93807, 0.63531], [3.66358, -1.50449, 0.24348], [4.60712, -2.97649, 0.60453], [4.89611, -2.12631, -0.85321], [-4.35082, 1.23001, 4.54066], [-4.90260, -0.10573, 4.07697], [-3.95169, -1.03767, 3.69288], [-3.36132, -1.80878, 4.63760], [-2.34137, -2.74327, 4.05216], [-3.70621, -1.76163, 5.80616], [-5.22250, 1.92686, 4.59244], [-3.65179, 1.63801, 3.81129], [-3.84166, 1.10911, 5.49095], [-5.53367, -0.56492, 4.87244], [-5.58437, -0.02199, 3.20744], [-2.29772, -2.59024, 2.95508], [-2.62876, -3.80427, 4.21549], [-1.31540, -2.58161, 4.40096], [-0.92202, -5.21999, -2.92465], [-1.98236, -4.12411, -3.07648], [-1.95103, -3.75983, -4.44030], [-3.04165, -3.15339, -4.95107], [-2.82367, -2.80854, -6.44786], [-3.91754, -2.74151, -4.24608], [0.07685, -4.77729, -3.16901], [-1.03020, -6.06707, -3.60966], [-0.84315, -5.70200, -1.97969], [-2.93064, -4.62522, -2.83535], [-1.80793, -3.28026, -2.41957], [-2.32036, -1.84967, -6.42283], [-3.77124, -2.79353, -6.94469], [-2.07011, -3.51597, -6.85621], [-3.67077, -2.54484, -0.55750], [-3.86253, -1.54593, -1.61573], [-3.04608, -0.48510, -1.70383], [-3.28885, 0.35434, -2.94371], [-2.16746, -0.23579, -0.89027], [-4.46474, -3.25062, -0.68518], [-3.74819, -2.05426, 0.41849], [-2.64056, -2.92262, -0.58374], [-4.41317, -1.86455, -2.38741], [-4.30351, 0.25071, -3.26063], [-2.64157, -0.00016, -3.72121], [-3.06582, 1.41749, -2.79232], [0.00993, -1.19546, -3.74666], [0.71573, 0.02027, -2.42075], [2.12202, -0.36361, -2.06137], [2.96209, 1.07273, -0.97682], [-0.00282, 0.10985, -1.56927], [0.84421, 0.95529, -2.93706], [2.70837, -0.41604, -2.98961], [2.20098, -1.31145, -1.58412], [0.79863, -2.67915, 2.04233], [-0.22481, -1.44928, 0.91787], [0.12894, -0.02545, 1.24563], [-0.65645, 0.69476, 2.90321], [-1.24597, -1.70930, 1.02248], [-0.03889, -1.63563, -0.12353], [-0.33068, 0.60342, 0.50478], [1.21395, 0.14373, 1.30309], [3.42152, 0.82204, 2.85881], [2.97033, 2.63028, 2.28061], [2.95026, 3.63877, 3.40444], [2.68705, 5.38570, 2.60415], [1.96120, 2.50119, 1.86163], [3.64975, 2.93753, 1.47833], [3.88794, 3.68281, 3.99130], [2.09907, 3.44676, 4.04362]]
}

No. 3
{
  "formula": "C7H6CdO6",
  "method": "wB97M-V/def2-TZVPD",
  "homo_lumo_gap_ev": 9.36,
  "charge": 2,
  "species": ["O", "C", "Cd", "O", "C", "C", "O", "C", "O", "C", "O", "C", "C", "O", "H", "H", "H", "H", "H", "H"],
  "coordinates": [[1.87061, 0.50675, -2.71036], [1.41436, 0.76007, -1.68135], [0.49214, 1.14961, 0.28209], [1.58193, 4.36295, 0.02232], [1.21241, 3.28038, 0.10831], [-0.38103, 1.66562, 2.21826], [-0.85263, 1.90228, 3.24387], [2.39034, 0.65038, 1.26138], [3.36958, 0.35526, 1.77857], [-1.36075, 1.78386, -0.71512], [-2.35403, 2.05362, -1.24000], [-0.91969, -2.94622, -0.35700], [-0.81078, -1.56225, -0.77454], [-0.18413, -1.17249, 0.55869], [0.03534, -3.35547, -0.12906], [-1.31735, -3.38503, -1.20291], [-1.57563, -3.04860, 0.47592], [-0.03752, -1.28468, -1.49644], [-1.67921, -0.94062, -0.90768], [-0.89396, -0.77541, 1.26502]]
}